61
Properties=species:S:1:pos:R:3:nbo_charge:R:1 method="wB97M-V/def2-TZVPD" total_charge=-3 lumo_energy_ev=5.5
Zr 15.31082 13.03343 -12.65070 2.49
C 16.69194 15.96336 -15.72356 0.78
F 16.37032 16.79027 -14.75259 -0.31
F 16.63912 16.62809 -16.88321 -0.34
F 17.82830 15.40553 -15.40861 -0.25
S 15.27782 14.66196 -15.84558 2.36
O 15.52162 13.92340 -14.60970 -0.98
O 13.99906 15.32486 -15.89137 -1.01
O 15.53351 13.80252 -17.03621 -1.03
P 12.90657 12.19299 -12.83763 2.50
O 11.49329 11.67853 -12.90436 -1.12
O 14.08204 11.79051 -13.77031 -1.17
O 13.89512 11.93944 -11.63959 -1.19
O 13.23275 13.71688 -12.79586 -1.20
P 18.54854 14.41213 -12.41802 2.42
O 19.62907 13.89554 -13.45437 -1.23
O 18.95252 15.93041 -12.45819 -1.18
O 19.59730 14.00740 -11.32480 -1.24
O 17.09626 13.83747 -12.42671 -1.19
O 11.37580 15.12411 -17.07089 -0.95
H 11.03110 16.02092 -17.07358 0.45
H 12.32611 15.23231 -16.91938 0.49
O 16.55266 19.26823 -18.65147 -0.94
H 16.77258 18.39289 -18.99401 0.49
H 17.37398 19.76336 -18.70563 0.46
O 18.86966 12.51764 -15.60693 -1.08
H 19.07305 13.06402 -14.78212 0.52
H 19.73249 12.26212 -15.94344 0.47
O 13.38118 12.42084 -17.51613 -0.96
H 14.18977 12.97313 -17.41693 0.48
H 13.26755 12.32240 -18.46484 0.44
O 14.11686 18.11089 -17.57482 -0.97
H 15.07324 18.18028 -17.52267 0.48
H 13.88846 17.43246 -16.92873 0.48
O 17.31020 11.62329 -17.80156 -1.00
H 16.52982 12.17800 -17.69115 0.49
H 17.66255 11.54454 -16.90677 0.49
O 15.13136 15.54001 -12.48321 -0.95
H 15.86748 16.17190 -12.61109 0.53
H 14.56841 15.95367 -11.82424 0.49
O 12.24793 16.20313 -14.16747 -1.01
H 12.74851 15.73426 -14.86033 0.49
H 12.11177 15.53316 -13.48681 0.49
O 17.00389 17.62263 -12.23332 -1.07
H 17.68445 16.87833 -12.35940 0.51
H 17.18910 18.23787 -12.95207 0.47
O 19.05951 14.42420 -17.84352 -0.97
H 18.51691 13.89649 -17.23856 0.51
H 18.76776 14.16275 -18.72058 0.45
O 15.10796 15.68917 -19.50267 -0.97
H 14.99550 14.95844 -18.87915 0.49
H 14.21486 16.00513 -19.66594 0.47
O 15.14845 20.16555 -15.07962 -0.96
H 15.92540 19.64656 -14.84512 0.48
H 14.53415 20.01419 -14.35643 0.47
O 16.73706 11.61850 -14.03115 -0.95
H 16.58505 10.78450 -14.48138 0.50
H 17.65025 11.86949 -14.26410 0.54
O 17.87932 19.40283 -14.06700 -0.95
H 18.66198 19.65076 -13.56509 0.49
H 18.14528 19.48704 -14.98837 0.48

---

44
Properties=species:S:1:pos:R:3:nbo_charge:R:1 method="wB97M-V/def2-TZVPD" total_charge=-1 lumo_energy_ev=2.4
C -0.02529 0.51308 0.09548 -0.23
O -0.84320 -0.04335 1.07097 -1.04
H -0.47893 1.01722 -0.71916 0.16
H 0.58753 -0.28725 -0.38144 0.12
H 0.65141 1.04154 0.72409 0.11
O -0.28141 -2.59632 1.42261 -0.97
H -0.47129 -1.78233 1.14836 0.49
H -0.27621 -2.60197 2.35812 0.46
O -2.68721 -0.76999 -0.73465 -1.02
H -2.28732 -1.05490 -1.74987 0.49
H -1.88031 -0.37063 -0.25815 0.49
O 3.31824 -0.92581 0.16592 -0.95
H 4.19689 -0.66920 0.31821 0.46
H 2.99351 -1.05148 0.99501 0.49
O 2.47495 2.92300 0.11770 -0.93
H 2.60412 2.90685 1.08230 0.47
H 1.93321 2.26437 0.00086 0.46
O 0.33231 3.24557 -2.34060 -0.96
H 1.11786 2.82458 -2.53127 0.47
H 0.48050 3.95808 -1.60699 0.50
O 2.10544 0.10713 2.71078 -0.96
H 1.43260 -0.15591 3.34294 0.49
H 1.49223 0.59555 2.20789 0.46
O 0.46083 -3.88814 -0.94586 -0.94
H 0.69630 -3.70150 -0.15192 0.46
H 0.24053 -3.01662 -1.32428 0.47
O -1.81609 1.94534 -3.33071 -0.94
H -1.02848 1.97549 -2.95677 0.47
H -2.47484 2.33905 -2.75690 0.46
O -2.42387 2.42762 1.01655 -0.98
H -1.83427 1.62993 1.00250 0.50
H -2.63698 2.55948 0.12376 0.45
O 1.92985 -0.63528 -2.65949 -1.00
H 2.14302 -0.86163 -1.71701 0.52
H 2.65221 -0.37721 -3.17698 0.48
O -0.76313 -1.91066 -2.77657 -0.96
H 0.12152 -1.42825 -2.75224 0.50
H -0.64536 -2.53136 -3.41406 0.46
O -0.53396 -0.27608 4.02035 -1.02
H -1.30121 -1.01475 4.01005 0.51
H -0.50224 0.02132 3.10180 0.50
O -2.91523 -1.14333 2.51854 -0.98
H -2.41950 -0.88513 1.78903 0.51
H -3.43874 -0.31615 2.94111 0.47

---

15
Properties=species:S:1:pos:R:3:nbo_charge:R:1 method="wB97M-V/def2-TZVPD" total_charge=0 lumo_energy_ev="-2.2 / -2.2"
B 0.28577 0.28327 -0.77233 0.98
C -1.12782 0.04287 0.05287 -0.14
N -1.65432 -0.79697 0.91423 0.48
N 2.34218 0.55548 0.68967 0.77
N -1.76019 0.76421 -0.84877 0.50
O -0.74521 -1.53305 1.64596 -0.51
O -2.80152 -1.08100 1.04846 -0.27
O 3.30020 1.21149 0.81984 -0.30
O 1.33271 1.10546 -0.10556 -0.56
O -0.78561 1.19748 -1.64850 -0.40
O -2.90623 1.01110 -0.98883 -0.25
O 0.78168 -0.70995 -1.55961 -0.92
O 2.03760 -0.47085 1.20868 -0.43
H 1.51293 -0.43472 -2.22366 0.51
H 0.18784 -1.14482 1.76754 0.53

---

9
Properties=species:S:1:pos:R:3:nbo_charge:R:1 method="wB97M-V/def2-TZVPD" total_charge=-1 lumo_energy_ev=3.8
B -0.76086 -0.32869 0.08925 1.14
C 2.24878 0.22557 -0.06610 1.08
O 2.34356 -0.03851 -1.17958 -0.55
O 2.34856 0.55561 1.02836 -0.55
O -2.22999 -0.37118 0.06915 -0.99
O -0.33139 1.02404 -0.18710 -0.97
O -0.01409 -1.32976 0.30929 -1.09
H -2.47660 -1.28020 0.22906 0.47
H -1.12797 1.54310 -0.29232 0.47

---

8
Properties=species:S:1:pos:R:3:nbo_charge:R:1 method="wB97M-V/def2-TZVPD" total_charge=0 lumo_energy_ev="-0.7 / -3.1"
C 0.17412 -0.18662 0.02473 -0.38
O 5.18844 -0.17998 2.12212 -0.98
P 4.48479 0.01869 0.88069 1.32
Cl 1.49801 0.00109 1.01455 0.06
Br 5.16511 1.85517 -0.14584 -0.20
Br 5.35802 -1.37527 -0.66761 -0.22
H -0.44746 0.62413 -0.17408 0.20
H 0.36767 -1.08221 -0.54061 0.20

---

8
Properties=species:S:1:pos:R:3:nbo_charge:R:1 method="wB97M-V/def2-TZVPD" total_charge=0 lumo_energy_ev="-0.9 / -2.5"
C 0.05576 -0.26696 -0.20233 -0.44
P 5.18875 -0.53694 -0.45646 0.52
S 3.78611 -1.44841 -1.73498 -0.30
Br 1.24890 -1.52852 -0.70474 0.28
Br 4.37367 -1.24646 1.56512 -0.25
Br 4.59823 1.54564 -0.33095 -0.19
H 0.38899 0.47480 0.54254 0.21
H -0.61748 -0.08182 -0.89264 0.17

---

6
Properties=species:S:1:pos:R:3:nbo_charge:R:1 method="wB97M-V/def2-TZVPD" total_charge=0 lumo_energy_ev=-0.2
C 1.13324 0.58863 1.65320 0.59
N -0.07971 -0.19311 0.32419 -0.88
O 2.19979 0.89769 1.32853 -0.48
Br 0.15360 1.07054 3.19750 0.08
H -0.57179 -1.01242 0.74622 0.34
H 0.50283 -0.73875 -0.30679 0.34

---

6
Properties=species:S:1:pos:R:3:mulliken_spin:R:1 method="wB97M-V/def2-TZVPD" spin_multiplicity=3 total_charge=0 lumo_energy_ev="0.7 / -3.0" s_squared=2.0085
C -0.52043 -0.60190 -0.18023 0.00
N 0.34074 0.78899 -0.27602 0.74
O -0.04133 -1.66888 -0.07670 0.05
Br 2.11093 0.41717 0.17052 1.18
H -1.68899 -0.30333 -0.02049 0.03
H -0.20092 1.36795 0.38292 0.00

---

8
Properties=species:S:1:pos:R:3:nbo_charge:R:1 method="wB97M-V/def2-TZVPD" total_charge=0 lumo_energy_ev=-1.1
C 0.70635 0.50977 -0.09006 0.12
N -0.31174 1.44212 0.58440 0.47
O -0.61298 1.03762 1.70099 -0.39
O -0.68409 2.47028 0.07699 -0.32
O 0.76083 -0.67051 0.54832 -0.67
Br 2.19689 1.43842 -0.72987 0.13
H -0.21773 0.33393 -1.59290 0.15
H 0.81126 -0.32378 1.47967 0.50

---

8
Properties=species:S:1:pos:R:3:nbo_charge:R:1 method="wB97M-V/def2-TZVPD" total_charge=0 lumo_energy_ev=-1.7 smiles="O=[N+]([O-])[C@H](O)Br"
C 0.10824 -0.40249 0.45741 0.32
N 0.08348 0.99994 -0.01281 0.47
O -0.02853 1.84581 0.82370 -0.32
O 0.40887 1.17553 -1.16204 -0.37
O 0.72792 -1.16528 -0.41611 -0.63
Br -2.19788 -0.72683 0.06592 -0.25
H 0.26722 -0.73909 1.53113 0.27
H 0.63068 -0.98759 -1.28720 0.51

---

8
Properties=species:S:1:pos:R:3:nbo_charge:R:1 method="wB97M-V/def2-TZVPD" total_charge=0 lumo_energy_ev=-0.2 smiles="O=[N+]([O-])OCBr"
C -0.34695 0.94977 0.13541 -0.10
N 0.33956 -1.38438 -0.52160 0.74
O -0.57846 -0.40362 0.15019 -0.44
O 1.01600 -1.94752 0.27204 -0.28
O 0.18681 -1.47437 -1.67359 -0.28
Br 0.37108 1.42967 2.00486 -0.11
H 0.47719 1.41454 -0.43775 0.23
H -1.46522 1.41591 0.07043 0.24

---

9
Properties=species:S:1:pos:R:3:nbo_charge:R:1 method="wB97M-V/def2-TZVPD" total_charge=0 lumo_energy_ev="-1.4 / -1.4"
C 0.71091 2.90153 0.35859 0.32
N -0.60996 -0.26832 0.09022 -1.08
O 0.48889 3.81390 1.05579 -0.46
O -2.16442 1.74127 0.41926 -0.89
O -1.14467 1.43633 -1.87070 -0.88
S -1.08512 1.36599 -0.45033 2.05
Br 2.31185 2.17180 -0.21487 0.11
H -0.41097 -0.34036 1.11217 0.40
H 0.07679 -0.94916 -0.45887 0.42

---

9
Properties=species:S:1:pos:R:3:nbo_charge:R:1 method="wB97M-V/def2-TZVPD" total_charge=0 lumo_energy_ev=0.1 smiles="O=C=O.O=NO.Br"
C -0.18443 0.06536 1.53705 1.04
N -0.60876 0.81419 -3.17586 0.34
O 0.52615 1.00604 -3.44733 -0.27
O -0.98584 -0.52404 -3.26343 -0.55
O 0.78006 0.56518 1.89923 -0.53
O -1.14696 -0.42820 1.17049 -0.50
Br 1.54561 -0.85390 4.68865 -0.21
H 1.99187 -0.08268 3.60549 0.21
H -1.91770 -0.56195 -3.01429 0.48

---

9
Properties=species:S:1:pos:R:3:nbo_charge:R:1 method="wB97M-V/def2-TZVPD" total_charge=0 lumo_energy_ev=-0.8 smiles="O=[N+]([O-])C(O)(O)Br"
C 0.67551 0.23522 0.16858 0.61
N 0.88138 1.70302 -0.02684 0.45
O 0.60930 2.19616 -1.13784 -0.38
O 1.21847 2.33426 0.98081 -0.31
O -0.14234 -0.18060 -0.74135 -0.67
O 0.24865 0.01549 1.47368 -0.65
Br 2.57056 -0.38306 -0.22530 -0.07
H -0.03528 0.21733 -1.56889 0.52
H -0.15508 -0.84382 1.51970 0.50

---

9
Properties=species:S:1:pos:R:3:nbo_charge:R:1 method="wB97M-V/def2-TZVPD" total_charge=0 lumo_energy_ev="-1.6 / -1.6"
C 0.24116 0.44739 0.49275 0.48
N 0.91953 -0.62912 -0.17963 0.48
O 1.75627 -0.39103 -0.95221 -0.28
O 0.44906 -1.69415 0.11519 -0.40
O -0.64943 0.22126 1.35507 -0.61
O -0.91078 0.56612 -1.35533 -0.92
Br 1.06752 2.03824 0.39449 0.27
H -1.05285 -0.70757 1.29560 0.55
H -1.82048 0.14886 -1.16593 0.43

---

7
Properties=species:S:1:pos:R:3:nbo_charge:R:1 method="wB97M-V/def2-TZVPD" total_charge=0 lumo_energy_ev=0.3 smiles="O=C(Br)NS"
C 1.42620 0.58697 -0.03408 0.64
N 0.47502 -0.37487 -0.03020 -0.81
O 1.20383 1.72822 0.07086 -0.53
S -1.18830 -0.06197 0.04091 0.24
Br 3.25793 -0.16818 -0.00062 -0.07
H 0.59201 -1.38525 -0.18853 0.43
H -1.07346 0.39301 -1.13336 0.10

---

7
Properties=species:S:1:pos:R:3:nbo_charge:R:1 method="wB97M-V/def2-TZVPD" total_charge=0 lumo_energy_ev=-0.2
C -1.81582 0.24270 0.65707 0.34
N -1.58004 1.02100 1.56849 -0.46
N -0.21112 -0.12500 -0.42743 -0.81
Cl -3.11105 -0.65457 0.18638 0.10
Cl -2.84417 1.63661 2.55440 0.14
H 0.01652 0.79135 -0.52608 0.34
H -0.32987 -0.57124 -1.31469 0.35

---

7
Properties=species:S:1:pos:R:3:nbo_charge:R:1 method="wB97M-V/def2-TZVPD" total_charge=0 lumo_energy_ev="-0.9 / -0.9"
C -0.09885 -0.10584 -0.52850 -0.07
N 1.97793 1.39769 -2.76155 -0.38
N -0.71777 -0.78246 -1.36499 -0.36
Cl 1.49457 0.38767 -3.77232 0.38
Cl -1.67931 0.34921 -2.27644 0.05
H -0.37757 0.89218 -0.17981 0.19
H 0.69754 -0.65549 0.08284 0.19

---

7
Properties=species:S:1:pos:R:3:nbo_charge:R:1 method="wB97M-V/def2-TZVPD" total_charge=0 lumo_energy_ev="-1.3 / -0.7"
C 0.66444 0.32300 -0.11950 0.30
N 0.95180 -0.83611 -0.34514 -0.43
N -1.75303 0.08872 -0.08592 -0.71
Cl 0.94448 1.96924 -0.00244 0.12
Cl 2.52838 -1.64274 -0.45435 0.08
H -1.81232 0.92760 0.52270 0.32
H -1.52374 -0.82971 0.48465 0.34

---

9
Properties=species:S:1:pos:R:3:nbo_charge:R:1 method="wB97M-V/def2-TZVPD" total_charge=0 lumo_energy_ev="-2.4 / -1.7"
C -0.20013 0.28402 -0.01152 -0.09
N 0.34797 1.49988 -0.21733 0.34
N 2.88381 0.00809 0.76376 -0.47
O -0.09430 2.41919 0.50932 -0.45
O 1.37030 1.69699 -1.02427 -0.39
Cl 3.19811 1.40179 0.03801 0.48
Cl 3.39793 -1.38564 -0.04554 0.16
H -0.91761 0.08066 0.77820 0.23
H 0.19011 -0.41463 -0.72996 0.20

---

The evaluated E for the records listed, in turn: -91532.8380; -30171.7424; -22587.4399; -11989.0799; -165011.5472; -231319.1469; -74647.5263; -74643.9182; -78738.3593; -78740.2488; -78739.2856; -89576.7874; -80789.9542; -80788.5691; -80785.5227; -85484.2435; -29090.8199; -29088.6307; -29089.0340; -33180.4784 eV.